Formula: C25H31N3O6S
Source: OMol25
Level of theory: ωB97M-V with the def2-TZVPD basis set

```
66
Properties=species:S:1:pos:R:3:forces:R:3:mulliken_charge:R:1
C -5.27738 1.47682 -2.34965 0.1849 0.1322 -0.0140 -1.28
C -3.93757 2.05196 -1.90884 -0.1379 -0.2381 -0.0998 -0.57
C -3.22664 1.15822 -0.89531 0.0680 -0.1989 0.2024 0.44
S -2.79344 -0.43906 -1.67928 -0.4336 0.0532 -0.3365 -0.46
C -1.76524 -1.08518 -0.40588 -0.3732 0.5040 0.4124 0.46
N -1.88663 -0.52858 0.74280 -0.3309 -0.0145 -0.2116 -0.31
C -1.06935 -0.93843 1.75448 0.6305 -0.7138 -0.0114 -0.99
C -1.11441 -0.25871 2.97616 0.1186 0.0097 0.2725 -0.32
C -0.28184 -0.63450 4.00711 0.0016 0.0220 0.0334 1.23
O -0.22712 -0.03624 5.21721 0.2064 -0.3705 -0.2318 -0.46
C -1.08410 1.05566 5.46086 -0.1793 0.2317 0.0336 -0.90
C 0.61726 -1.73072 3.83336 0.0851 -0.0890 -0.0579 1.07
O 1.38705 -2.01797 4.91439 -0.2732 0.2694 -0.0395 -0.45
C 2.29081 -3.09200 4.81727 0.1315 -0.1583 -0.0239 -0.89
C 0.65653 -2.39523 2.63040 0.1085 0.0098 0.2512 -0.52
C -0.17956 -2.00401 1.57563 -0.3249 0.4592 0.2147 -0.29
C -0.07974 -2.64923 0.28116 -0.0742 0.0289 0.0640 0.31
O 0.67264 -3.56651 0.00951 0.1823 -0.1490 -0.0069 -0.73
N -0.90844 -2.09653 -0.71080 -0.0413 -0.2730 0.2819 0.10
C -0.66451 -2.49862 -2.09572 0.2092 -0.0893 -0.2514 -2.02
C 0.28574 -1.50311 -2.71055 0.0411 -0.0992 -0.0848 0.62
C -0.14504 -0.54101 -3.61808 0.1743 -0.1474 -0.0914 -0.58
C 0.70177 0.47086 -4.02319 0.2036 0.1524 -0.0340 -0.40
C 2.00350 0.55020 -3.52366 -0.1645 -0.0515 0.0082 0.65
O 2.73167 1.62647 -3.91847 -0.3540 -0.1280 -0.1455 -0.49
C 3.97856 1.84846 -3.29805 0.2605 0.0578 0.1546 -0.73
C 2.46027 -0.44947 -2.67074 0.1848 0.2116 -0.0870 -0.38
C 1.60348 -1.45957 -2.27286 -0.1227 -0.0650 -0.1393 -0.64
C -1.97622 1.86159 -0.36254 -0.2082 -0.0779 -0.3970 -0.05
O -2.00827 2.50780 0.65984 -0.0270 0.3041 0.4190 -0.70
N -0.90425 1.79826 -1.18284 0.2501 -0.0381 -0.2381 0.41
C 0.40055 2.25111 -0.76595 0.2735 -0.0139 0.3399 -1.73
C 1.10421 1.18864 0.08641 -0.2695 -0.0927 -0.0856 1.06
O 2.49096 1.42238 0.08077 0.0408 0.2950 -0.1090 -0.43
C 3.18585 0.50637 0.89017 -0.0226 0.0138 0.0189 -0.72
H -5.75765 2.14536 -3.05945 -0.1016 0.0047 -0.0737 0.42
H -5.93746 1.34813 -1.49524 -0.0992 -0.0513 0.0671 0.31
H -5.13561 0.50924 -2.82594 -0.1223 -0.0924 -0.0771 0.35
H -4.08972 3.02597 -1.43793 0.1029 -0.0193 0.0054 0.40
H -3.29075 2.19461 -2.77762 0.0251 0.1080 0.0149 0.26
H -3.87853 0.93937 -0.04774 0.1733 0.1414 -0.0267 0.67
H -1.79895 0.56871 3.05359 -0.0760 0.1287 0.0606 0.53
H -2.13542 0.75960 5.39580 0.0407 0.0046 -0.0137 0.34
H -0.86069 1.38146 6.47523 -0.0489 0.0064 -0.0815 0.24
H -0.89652 1.87688 4.76273 -0.0047 -0.0415 0.0133 0.36
H 3.03852 -2.91867 4.03646 -0.0364 -0.0097 0.0082 0.34
H 2.78529 -3.14692 5.78555 -0.0063 -0.0351 -0.0847 0.23
H 1.77313 -4.03575 4.61889 0.0131 0.0327 -0.0144 0.35
H 1.32462 -3.22203 2.45119 0.1017 -0.0736 0.0599 0.56
H -0.21673 -3.49464 -2.05041 -0.2063 0.1485 -0.0439 0.58
H -1.61489 -2.53745 -2.63074 0.1017 -0.0977 0.0202 0.62
H -1.15228 -0.58305 -4.00551 -0.0471 0.0270 -0.0363 0.46
H 0.37100 1.22865 -4.71613 -0.0376 0.1065 -0.0916 0.42
H 4.70452 1.07508 -3.56831 -0.0289 0.0200 0.0136 0.33
H 3.87327 1.89440 -2.20938 0.0012 -0.0218 -0.0459 0.23
H 4.32534 2.81017 -3.67253 0.0219 -0.0746 0.0420 0.28
H 3.47158 -0.44148 -2.29844 0.1062 0.0483 0.0471 0.38
H 1.96151 -2.22406 -1.59919 0.0310 -0.0694 0.0966 0.55
H -0.92668 1.16125 -1.96953 -0.0535 0.0746 0.1647 -0.10
H 1.00366 2.45554 -1.65153 -0.0051 0.0249 0.0259 0.45
H 0.27684 3.16865 -0.18847 0.0779 -0.0174 -0.1133 0.34
H 0.89968 0.18942 -0.33350 -0.0219 0.1264 0.0411 -0.47
H 0.71142 1.20735 1.11320 0.0171 -0.0167 -0.0531 0.46
H 4.24138 0.76103 0.81766 0.0324 -0.0773 0.0590 0.29
H 3.02734 -0.52345 0.54668 0.0110 -0.0304 0.0073 0.24
H 2.86170 0.57653 1.93550 0.0200 -0.0213 -0.0011 0.31
```
Forces are in eV/Å.

M, g mol⁻¹: 501.60
LUMO level, eV: 0.60
Total energy, eV: -54019.138
Total charge: 0
SMILES: CC[C@@H](Sc1nc2cc(OC)c(OC)cc2c(=O)n1Cc1ccc(OC)cc1)C(=O)NCCOC
Orbital gap, eV: 8.51

Formula: C25H31N4O2
Source: OMol25
Level of theory: ωB97M-V with the def2-TZVPD basis set

```
62
Properties=species:S:1:pos:R:3:forces:R:3:mulliken_charge:R:1
C -4.10273 2.68481 5.37088 -0.0707 0.3545 0.0155 -0.77
C -2.85281 2.63187 4.50275 0.1445 0.5940 -0.1708 -0.44
N -3.25324 2.64515 3.09612 0.2918 -0.6135 -0.5091 0.25
C -2.26841 2.30641 2.15154 0.1995 -0.1389 0.1874 0.21
C -0.90776 2.68342 2.32536 -0.1890 -0.1564 -0.1341 -0.27
C 0.04991 2.26010 1.41930 0.1474 -0.0035 -0.1975 -0.95
C -0.25122 1.36417 0.35679 -0.8469 0.0247 0.5413 0.17
C 0.78172 0.90113 -0.50238 -0.7653 0.1461 -0.8468 -0.45
C 0.72789 -0.30104 -1.25005 -0.0440 -0.8981 -0.1068 1.06
C -0.09917 -1.40226 -0.86499 0.1413 0.2250 -0.1829 -1.09
C -0.18451 -2.54471 -1.63800 -0.0037 -0.0332 -0.0776 -0.16
C 0.51812 -2.64306 -2.86162 0.0131 0.4907 -0.2637 0.07
N 0.40127 -3.77282 -3.70659 0.6704 0.4653 0.3388 0.20
C 0.48090 -5.06260 -3.02549 -0.4979 0.0454 0.1442 -0.35
C 0.52162 -6.17368 -4.06188 -0.3225 -0.0844 -0.1040 -0.74
O -0.58996 -6.07177 -4.95369 0.4530 0.4417 0.0368 -0.35
C -0.59837 -4.85244 -5.69272 0.1369 -0.2237 0.0161 -0.59
C -0.57749 -3.62890 -4.78802 -0.3845 0.0495 0.3035 -0.39
C 1.35013 -1.55846 -3.26347 -0.3913 -0.1387 0.2431 -0.58
C 1.50795 -0.45798 -2.43737 -0.3192 0.0619 0.0861 -0.73
C -1.63502 1.00724 0.18942 0.1756 0.1982 0.3431 -0.66
C -2.61575 1.50857 1.02835 0.2694 0.1301 -0.0121 -0.57
C -4.23133 3.65388 2.68158 0.2353 0.4754 0.1017 -0.43
C -5.37210 3.77835 3.68552 -0.0239 -0.1156 0.1578 -0.59
O -4.90257 3.82170 5.03290 0.1104 -0.6205 -0.4411 -0.35
H -4.65524 1.73107 5.25349 -0.0103 0.4575 0.0857 0.36
H -3.82961 2.84699 6.42321 -0.0652 -0.2868 -0.3341 0.35
H -2.19980 3.49421 4.72961 -0.1685 -0.1967 0.1661 0.31
H -2.30697 1.69916 4.69264 -0.0462 0.2379 -0.0054 0.38
H -0.62012 3.35186 3.14647 -0.1735 -0.4104 -0.3723 0.36
H 1.08945 2.57322 1.51802 -0.2431 0.0228 0.0724 0.54
H 1.63316 1.55848 -0.67573 -0.3377 -0.2883 0.1639 0.51
H -0.67756 -1.34103 0.05566 0.2217 -0.0546 -0.1924 0.63
H -0.86885 -3.34335 -1.33503 0.4232 0.2419 -0.0811 0.37
H 1.40514 -5.06740 -2.43283 -0.2355 -0.0717 -0.0682 0.36
H -0.37901 -5.21606 -2.34796 0.1782 -0.1393 -0.1654 0.28
H 1.49043 -6.13455 -4.59560 -0.4039 -0.0827 -0.0104 0.36
H 0.38638 -7.15001 -3.57818 0.2995 0.2862 -0.0992 0.34
H 0.25515 -4.79079 -6.39066 -0.1767 -0.2821 0.1593 0.34
H -1.54293 -4.87834 -6.25132 0.3880 0.1448 -0.0129 0.32
H -1.59648 -3.48311 -4.37768 0.2664 0.0449 -0.0152 0.27
H -0.29793 -2.73912 -5.36382 -0.2180 -0.1343 0.0067 0.35
H 1.85365 -1.62050 -4.23205 -0.0253 -0.0395 0.4557 0.46
H 2.19597 0.34211 -2.70401 -0.1258 -0.1429 -0.0502 0.39
H -1.93157 0.34623 -0.61948 0.0682 0.2381 0.0304 0.61
H -3.66592 1.24027 0.87063 0.4422 0.0984 0.0943 0.45
H -3.74215 4.64638 2.59486 -0.0535 -0.3439 -0.0671 0.25
H -4.62292 3.36442 1.69948 0.0235 0.1943 0.1620 0.37
H -5.88816 4.73832 3.54455 0.0436 -0.4274 -0.1258 0.32
H -6.07339 2.94036 3.51587 0.1069 0.2206 0.3601 0.33
C 6.89207 1.88169 1.15659 0.7925 0.1802 0.0507 -1.24
C 5.45233 1.63924 0.97747 -1.2312 -0.0353 -0.4982 0.64
C 4.51107 1.84067 -0.03020 0.5452 -0.5808 1.5295 -0.85
N 3.28672 1.37683 0.41977 0.1255 -0.0923 0.6281 -0.08
C 3.44365 0.91828 1.65192 1.0578 0.4321 -0.5820 -0.49
N 4.75464 1.06606 2.01518 -0.2064 -0.0524 0.0659 -0.07
H 7.33617 2.32713 0.25749 -0.0835 -0.1448 0.3204 0.31
H 7.06128 2.55883 2.01315 0.0293 -0.1844 -0.4068 0.32
H 7.40948 0.93207 1.38179 -0.0858 0.3980 -0.1853 0.32
H 4.64621 2.27399 -1.01593 -0.0386 -0.1313 0.2966 0.40
H 2.71681 0.47262 2.33254 0.1086 0.2304 -0.4943 0.40
H 5.18179 0.82668 2.90587 -0.3215 0.0178 -0.3501 0.24
```
Forces are in eV/Å.

M, g mol⁻¹: 419.55
LUMO level, eV: -4.74
Total energy, eV: -36475.482
Total charge: +1
Orbital gap, eV: 6.11